Formula: C78H110F14N19O28S14
Source: the OMol25 dataset
Level of theory: the ωB97M-V functional and the def2-TZVPD basis

Geometry as XYZ:
```
263
Properties=species:S:1:pos:R:3:forces:R:3
C 4.326345 -4.574049 2.556671 -0.2 -1.0 -0.2
N 5.126627 -3.366338 2.587858 0.5 -0.5 -1.9
C 5.287573 -2.706040 3.707393 0.1 2.5 0.9
C 5.883600 -1.428190 3.744683 0.3 -0.9 -1.3
C 6.396608 -0.851870 2.543491 -1.4 -3.3 0.8
C 6.158717 -1.618504 1.344684 -0.3 -0.7 0.9
C 5.548810 -2.912263 1.374134 1.6 3.0 1.3
C 7.213722 0.344128 2.572721 0.7 1.3 -0.8
C 8.113396 0.609652 3.673847 -0.8 2.2 -1.7
C 8.731661 1.882553 3.699449 -1.8 -1.0 -0.5
N 8.639945 2.755687 2.611803 -0.6 -2.4 1.8
C 7.947498 2.401761 1.551501 -1.7 -0.8 -1.0
C 7.099771 1.230406 1.485553 2.9 1.3 1.3
C 9.199515 4.089433 2.752398 0.1 0.2 -0.2
H 4.790761 -5.346302 1.943445 0.3 0.2 0.0
H 3.416119 -4.276172 2.036230 -0.5 -0.5 0.7
H 4.258210 -4.977157 3.567096 -0.6 0.2 -0.2
H 4.821352 -3.063773 4.613519 0.0 -0.4 0.0
H 5.898909 -0.964221 4.719825 0.2 0.3 -0.1
H 6.461483 -1.183115 0.403852 0.1 -0.3 -0.1
H 5.520326 -3.565851 0.514823 -0.4 0.1 0.0
H 8.129956 -0.078001 4.506469 0.3 0.2 0.1
H 8.972711 2.320358 4.656856 1.0 0.0 -0.2
H 7.963941 3.155238 0.777932 -0.3 -0.3 -0.4
H 6.572688 1.091016 0.553270 -0.5 0.0 0.1
H 10.214554 3.904129 3.103770 -0.1 0.9 0.2
H 8.515539 4.649722 3.389854 0.5 0.0 0.5
H 9.165123 4.620784 1.801300 0.3 -0.3 -0.1
C 3.378766 11.602547 8.627297 1.0 0.6 1.5
N 2.961837 10.198994 8.655851 0.9 -0.2 -1.1
C 2.380463 9.636777 9.730867 -0.8 -1.6 -1.4
C 1.889078 8.314783 9.586426 0.9 -0.3 -1.1
C 2.105635 7.538211 8.371212 -0.2 4.0 1.1
C 2.616056 8.278287 7.282190 0.7 0.0 0.6
C 3.145437 9.569470 7.467561 -1.9 -1.5 0.6
C 1.672363 6.154064 8.285295 -2.4 -0.7 0.7
C 2.584404 5.170081 8.053555 -0.3 -2.5 0.2
C 2.159302 3.803223 8.116144 -0.4 1.4 -0.2
N 0.861369 3.482065 8.274970 -1.0 2.0 0.6
C -0.108168 4.440585 8.491699 2.3 1.4 0.2
C 0.298340 5.792087 8.569221 0.7 -1.4 -0.5
C 0.428283 2.104152 8.096321 1.4 -0.9 -1.1
H 4.368598 11.677355 8.177047 -0.6 0.1 -1.1
H 3.714854 11.931754 9.610538 -0.9 -0.1 0.5
H 2.550785 12.212477 8.266012 0.5 0.1 -0.3
H 2.252871 10.307011 10.568073 -0.1 -0.3 0.3
H 1.347534 7.809703 10.372575 0.2 0.3 0.4
H 2.614109 7.844204 6.293274 0.3 -0.1 -0.2
H 3.546622 10.138594 6.641995 0.1 0.1 0.2
H 3.635288 5.372519 7.908441 0.0 0.0 -0.1
H 2.844351 2.973412 8.023837 0.0 -0.1 -0.2
H -1.109785 4.070943 8.654596 0.0 0.2 -0.1
H -0.432567 6.549241 8.811894 0.0 0.0 -0.1
H 1.017875 1.463824 8.752423 -0.4 -0.1 0.1
H 0.809507 1.938082 7.088758 -0.4 -0.8 -0.1
H -0.642809 1.902232 8.106078 0.2 0.6 0.4
C -4.705592 -2.965659 0.649047 -1.0 -1.2 -0.3
N -4.581831 -2.760135 2.069169 -1.7 1.0 1.0
C -5.698496 -2.395092 2.739319 0.8 -0.3 2.0
C -5.549991 -1.922552 4.054180 -1.3 -0.5 -1.6
C -4.306452 -1.769794 4.577301 1.8 0.2 1.9
C -3.164473 -2.119536 3.846756 -0.5 1.1 -0.2
C -3.381545 -2.588054 2.598013 1.0 0.2 -1.3
C -4.126513 -1.397471 6.034996 -0.4 -2.2 -0.3
C -4.687402 -2.285921 6.967894 0.7 2.4 2.0
C -4.479571 -1.928999 8.365819 -1.1 -1.5 -1.6
N -3.706076 -0.922929 8.762629 -0.3 -1.1 -1.9
C -3.046033 -0.247185 7.799907 -0.6 1.9 1.2
C -3.253016 -0.433295 6.475373 0.6 0.1 -0.7
C -3.436867 -0.691227 10.176851 -0.1 -0.2 0.5
H -4.612908 -1.974305 0.205503 0.2 -0.6 -0.7
H -5.706332 -3.389277 0.564332 -0.1 0.4 -0.7
H -4.059170 -3.789381 0.346179 0.5 0.6 -0.3
H -6.693920 -2.565290 2.356486 0.2 0.0 -0.6
H -6.445110 -1.671120 4.603658 0.0 0.0 0.1
H -2.139783 -1.838276 4.039920 -0.1 -0.3 0.9
H -2.581005 -2.674162 1.878197 0.2 -0.5 0.2
H -5.268129 -3.125525 6.615460 -0.1 -0.1 0.6
H -4.968217 -2.432564 9.186823 0.0 -0.4 -0.2
H -2.626938 0.676620 8.170503 0.9 -0.3 -0.1
H -2.671813 0.123934 5.755591 -0.1 0.3 0.1
H -2.351984 -0.756886 10.259357 -0.1 0.5 0.4
H -3.871086 -1.485633 10.783878 0.1 -0.1 -0.3
H -3.941129 0.216980 10.506959 0.6 0.2 -0.1
C -5.497623 -1.992243 -14.245916 0.3 0.4 -1.7
N -4.617844 -2.202828 -13.099484 0.8 -0.6 1.6
C -3.650456 -1.200408 -12.841664 -2.2 -2.2 1.4
C -2.895258 -1.300918 -11.673175 -1.2 -0.9 0.4
C -3.036394 -2.448114 -10.809482 -0.7 1.6 -1.5
C -3.933938 -3.443117 -11.179653 -1.0 -0.4 -0.3
C -4.794311 -3.341879 -12.305654 3.1 2.8 -0.8
C -2.340592 -2.354941 -9.501890 -0.2 -1.5 2.0
C -3.028899 -2.351864 -8.257467 -0.8 1.5 -0.7
C -2.418566 -2.074573 -7.031785 0.8 -0.5 -1.4
N -1.087768 -2.131768 -7.009775 1.7 0.2 -1.1
C -0.343919 -2.264447 -8.187931 -1.0 0.4 2.5
C -0.950549 -2.377319 -9.407904 0.4 -0.4 -0.2
C -0.353808 -1.952594 -5.701168 -0.2 0.6 -1.0
H -4.925778 -2.164319 -15.157769 0.2 -0.5 0.0
H -5.737827 -0.937205 -14.377389 -0.4 0.0 0.6
H -6.385888 -2.621377 -14.303168 0.2 0.1 0.6
H -3.839849 -0.334439 -13.458621 0.7 0.1 0.0
H -2.424061 -0.440596 -11.221270 0.6 0.1 -0.7
H -4.060664 -4.314538 -10.554379 0.0 -0.1 0.1
H -5.403220 -4.123890 -12.734699 -0.4 0.1 0.4
H -4.107491 -2.299427 -8.240220 -0.2 -0.2 -0.2
H -2.885593 -1.724261 -6.123183 -0.5 -0.6 0.2
H 0.710360 -2.152944 -7.981842 0.2 -0.5 -0.5
H -0.314288 -2.632702 -10.242391 0.0 0.5 -0.3
H 0.718368 -1.955635 -5.897470 -0.1 -0.3 0.2
H -0.667858 -2.730612 -5.005354 0.1 0.3 0.0
H -0.611687 -0.938689 -5.395229 0.0 -0.2 0.5
C -0.768092 3.369292 -3.508506 0.2 -0.1 0.8
N -1.639704 3.664839 -4.668263 -1.7 -0.4 -2.8
C -2.134647 2.644294 -5.486553 -1.6 1.5 0.0
C -3.194132 2.878524 -6.433929 2.8 0.0 1.7
C -3.592179 4.184241 -6.711586 -0.8 -0.7 1.0
C -3.038522 5.247928 -5.974781 1.1 -1.9 0.4
C -2.054744 4.944597 -4.959973 -0.8 -0.3 -0.9
C -4.798488 4.351957 -7.584956 -0.9 0.3 -1.1
C -4.972753 5.560978 -8.340192 0.0 -1.4 1.2
C -6.101936 5.748514 -9.084685 0.3 -0.8 -0.3
N -7.026742 4.731457 -9.217233 -1.2 2.7 0.0
C -6.917292 3.622507 -8.550490 1.4 -1.7 1.4
C -5.805227 3.355161 -7.722364 0.4 1.4 -0.3
C -8.300011 4.983097 -10.001374 1.3 0.7 -1.3
H 0.297250 3.545416 -3.657248 -0.1 0.3 -0.5
H -0.869288 2.329196 -3.198568 -0.3 0.0 -0.3
H -1.095914 3.984300 -2.670404 0.0 0.1 -0.1
H -1.807652 1.628919 -5.317774 0.2 0.2 0.4
H -3.615615 2.013854 -6.924938 0.1 0.0 -0.1
H -3.462590 6.199013 -6.261138 0.7 0.6 0.9
H -1.566099 5.691434 -4.351807 -0.3 0.3 0.0
H -4.212747 6.325544 -8.275103 -0.1 0.2 -0.2
H -6.174164 6.674814 -9.635279 -0.7 -0.1 -0.2
H -7.708176 2.898020 -8.677116 0.0 0.0 0.1
H -5.788922 2.418145 -7.185585 0.0 0.0 0.1
H -8.900372 5.841608 -9.700338 0.2 -0.3 0.9
H -8.887323 4.077748 -10.154699 0.3 0.1 0.3
H -7.868933 5.333072 -10.939343 -0.5 -0.3 -0.5
C -0.983223 -1.655523 -1.818585 -0.1 -1.4 -1.1
C -0.731633 -0.625730 -0.768048 1.0 1.1 0.8
C 0.485009 -1.104666 0.151012 0.2 -0.1 -1.1
N 1.103487 -0.124148 1.144617 -3.4 -0.4 -1.2
C -0.016301 -0.043609 2.177199 0.2 1.0 1.7
C 0.398299 0.779646 3.474755 -0.1 -1.9 -1.0
C 1.591613 0.015763 4.062163 1.3 1.3 -1.0
C 2.754590 -0.129325 3.056519 0.5 -1.0 -1.4
C 2.327420 -0.777593 1.697937 0.4 1.0 1.1
C 1.367175 1.260705 0.456134 0.7 -2.1 1.4
H -0.288082 -1.491952 -2.642066 0.5 -0.4 0.2
H -1.938922 -1.754142 -2.333372 -0.5 0.9 0.5
H -0.885014 -2.668057 -1.427136 0.5 -0.1 0.1
H -1.637989 -0.193857 -0.343661 -0.1 -0.8 0.9
H -0.388040 0.272876 -1.280456 0.5 0.0 -0.1
H 1.277689 -1.430449 -0.522499 0.2 0.7 -0.5
H 0.404796 -2.044752 0.696823 -1.1 0.1 0.3
H -0.258212 -1.069631 2.454439 0.7 -0.3 0.4
H -0.970401 0.216546 1.718818 0.4 0.9 -0.4
H -0.357857 0.694162 4.255144 -0.5 0.0 -0.3
H 0.584591 1.845877 3.346157 0.2 -0.1 -0.4
H 1.337854 -1.006994 4.340818 -0.2 0.2 0.4
H 1.944335 0.642227 4.881449 0.1 -0.6 0.3
H 3.512768 -0.835203 3.395631 -0.4 -0.3 0.6
H 3.447295 0.667033 2.784370 -0.8 1.1 0.4
H 2.153725 -1.837787 1.882092 -0.5 0.0 -0.3
H 3.111538 -0.657202 0.950436 0.0 -0.1 -0.1
H 1.917296 1.718183 1.278433 0.2 0.9 -0.8
H 0.447748 1.780930 0.187576 0.1 -0.2 0.4
H 1.942194 0.960455 -0.419829 0.3 0.7 0.0
C 4.426455 -7.324758 -4.053517 -0.6 1.2 1.1
C 2.933726 -7.698927 -3.940858 0.5 -0.3 -1.7
C 1.994862 -6.503872 -4.185946 -0.7 -1.0 1.3
N 0.470293 -6.869311 -4.063664 0.5 -1.3 1.5
C -0.287037 -5.605584 -4.463534 0.7 -1.4 -0.2
C -1.744232 -5.634934 -4.104347 0.0 -0.4 1.0
C -1.941958 -5.848305 -2.544659 0.6 1.8 -1.9
C -1.287122 -7.104058 -2.123995 -0.6 -1.3 -1.0
C 0.155589 -7.268877 -2.535912 0.8 0.7 -0.2
C 0.115604 -8.085174 -4.926017 -0.4 1.3 -0.9
H 5.076766 -8.181350 -3.876202 -0.1 0.0 -0.6
H 4.677846 -6.610425 -3.269532 0.0 0.0 0.2
H 4.603380 -6.733974 -4.952281 0.3 -0.6 -0.3
H 2.787914 -8.368726 -3.093388 -0.5 0.6 0.3
H 2.792205 -8.309823 -4.832421 -0.2 -0.5 0.1
H 2.146238 -6.121136 -5.195249 0.0 0.1 0.0
H 2.096034 -5.716353 -3.439162 0.2 -0.1 -0.3
H 0.238656 -4.751632 -4.036335 0.1 -0.1 0.4
H -0.110602 -5.550247 -5.537737 -0.2 0.1 -0.2
H -2.072054 -4.684577 -4.525585 -0.8 0.1 0.5
H -2.273514 -6.444422 -4.607036 0.0 0.1 -0.3
H -1.369909 -5.045626 -2.079304 -0.7 0.5 0.4
H -3.009634 -5.879183 -2.327392 0.2 0.4 0.3
H -1.429350 -7.243776 -1.052383 0.4 -0.2 0.0
H -1.857028 -7.877814 -2.638386 -0.1 -0.6 0.3
H 0.817752 -6.668235 -1.912333 0.0 0.4 -0.2
H 0.459571 -8.294947 -2.328823 0.1 0.0 -0.7
H -0.923405 -8.392739 -4.807872 0.2 0.0 0.6
H 0.806219 -8.926577 -4.869613 -0.1 0.4 0.6
H 0.141149 -7.732985 -5.957234 0.3 0.0 -0.1
N 0.130557 5.142206 3.072129 1.0 0.3 5.7
S 1.279963 5.274208 2.112599 3.8 -0.6 -10.7
O 2.233714 4.153724 2.001658 -1.1 1.5 1.8
O 1.754524 6.543710 1.629778 -0.1 -0.2 2.0
F 0.379505 4.922411 0.832401 -1.0 -0.5 -0.5
S 1.245086 5.110365 4.381724 -1.5 -2.6 4.2
O 2.258908 6.119718 4.517065 -0.7 -0.3 -0.6
O 1.543995 3.778958 4.906235 0.3 1.1 -1.6
F 0.192372 5.461100 5.531395 -0.7 1.2 -0.1
N 5.461061 3.981466 -2.622501 -0.1 -3.1 -0.8
S 4.738742 3.555117 -1.317538 -2.4 1.7 3.4
O 5.563170 3.001679 -0.256254 -0.3 0.1 -0.6
O 3.404298 2.999472 -1.470711 1.0 -0.4 -0.1
F 4.358546 5.011793 -0.719333 0.8 -0.7 -0.7
S 5.617065 2.441717 -3.360510 3.3 1.3 -4.6
O 4.784724 2.261823 -4.553571 0.3 0.0 2.9
O 6.124488 1.319166 -2.597288 -1.5 1.5 -0.2
F 6.998997 2.926113 -4.134530 -1.0 -0.4 0.9
N -2.917747 4.677177 4.624474 1.9 -3.3 0.4
S -2.704072 3.074716 5.158752 5.8 -6.1 -1.8
O -3.228728 2.036774 4.238975 0.6 3.3 2.0
O -2.637092 2.743710 6.565978 -1.2 1.3 -1.2
F -1.117591 3.112725 4.842711 -1.9 0.1 0.0
S -4.301059 4.789749 5.222972 -8.2 7.5 0.2
O -4.294083 5.020610 6.668302 0.4 -1.4 -1.3
O -5.452079 4.142012 4.599422 2.7 -0.1 1.5
F -4.488362 6.307607 4.721439 0.0 -1.3 0.3
N 1.622827 -1.271798 8.673130 5.0 2.4 -0.6
S 2.686631 -0.927289 7.433184 7.5 1.2 -1.2
O 2.859287 0.514640 7.050673 -1.0 -3.4 1.5
O 2.923381 -1.930739 6.365612 -1.7 2.4 1.7
F 4.087685 -1.270916 8.251459 -1.8 1.1 -0.1
S 0.624672 -1.795116 7.711686 -9.6 -5.9 -4.4
O 0.674100 -3.252644 7.305196 0.0 5.1 1.2
O 0.041145 -0.788488 6.718611 1.8 -2.3 2.2
F -0.566353 -1.816635 8.823401 -0.2 0.0 -0.2
N -4.061957 -1.180630 -4.176183 0.8 -4.7 -2.1
S -4.942281 -2.505204 -3.795349 -1.8 -5.8 -1.3
O -6.386781 -2.322480 -3.909422 2.7 0.1 0.3
O -4.448820 -3.481225 -2.838085 -0.2 2.2 -0.5
F -4.485987 -3.265846 -5.112352 -0.2 -0.1 -1.1
S -4.668408 -0.376976 -3.107052 -2.0 9.6 7.0
O -4.566951 -0.827300 -1.699111 -1.2 -0.3 -2.8
O -5.791603 0.468690 -3.530044 1.9 -1.7 0.9
F -3.453226 0.681344 -2.984287 0.4 0.8 -0.7
N 3.798407 -2.366165 -1.389044 -3.7 -6.9 0.2
S 3.185012 -3.252682 -2.690080 -1.5 -7.3 -1.1
O 4.197034 -4.079527 -3.393730 -2.1 2.9 1.2
O 1.932585 -2.912706 -3.443678 3.1 0.4 1.9
F 2.557652 -4.497244 -1.751329 0.3 1.6 -0.1
S 4.162785 -1.233043 -2.227198 5.3 12.3 -4.5
O 3.075279 -0.266462 -2.570798 1.9 -2.7 0.4
O 5.318277 -1.363836 -3.170490 -3.8 -0.3 2.2
F 4.851204 -0.451340 -0.972964 -0.1 0.0 0.0
N -0.709406 -4.084867 2.374815 0.6 4.1 5.6
S -0.226876 -5.279496 1.665086 0.6 -7.0 -6.4
O -0.896163 -6.524043 2.047088 2.1 1.6 -0.4
O 1.162113 -5.228472 1.152952 -2.2 -0.4 1.5
F -1.055015 -4.982169 0.308994 0.0 0.5 -0.5
S 0.218592 -4.264300 3.783950 -0.3 2.7 2.9
O 1.501537 -3.610626 3.707214 -1.2 0.1 -0.5
O 0.131332 -5.485627 4.474352 0.1 -1.1 -0.7
F -0.682835 -3.351833 4.833342 0.6 0.0 -1.9
```
Positions in Å, forces in eV/Å.

Values from the calculation:
Net charge: +6
E_tot, a.u.: -13155.13758
Frontier orbital gap (alpha / beta), eV: 4.075 / 1.899
Spin multiplicity: 2
HOMO (alpha / beta), eV: -15.99 / -15.99